(1)
DFT (ωB97M-V/def2-TZVPD) results for a molecular structure, C44H94AlB3N6O28 in a non-equilibrium geometry.

XYZ file:
```
176
Properties=species:S:1:pos:R:3:lowdin_charge:R:1
Al -1.724 -1.302 1.860 1.34
B 0.754 -0.755 0.598 -0.36
H 1.757 -0.490 -0.053 0.06
H -0.097 -1.187 -0.201 0.01
H 0.995 -1.691 1.351 0.00
H 0.312 0.256 1.148 -0.01
O -2.438 -1.403 -1.276 0.13
C -2.311 -1.081 -2.387 -0.43
O -2.713 0.039 -2.900 0.22
B -2.186 0.146 -4.272 -0.88
O -1.497 -1.143 -4.531 0.24
C -1.716 -1.940 -3.499 -0.40
O -1.324 -3.046 -3.404 0.18
O -3.248 0.428 -5.250 0.24
C -3.039 1.608 -5.821 -0.43
O -3.716 2.140 -6.592 0.21
C -1.719 2.165 -5.260 -0.42
O -1.264 1.300 -4.357 0.20
O -1.167 3.132 -5.602 0.18
O 0.310 -3.050 3.077 0.08
C 1.021 -3.985 3.268 -0.38
O 0.958 -5.181 2.726 0.24
B 2.055 -6.041 3.244 -0.88
O 2.724 -5.193 4.266 0.23
C 2.196 -3.975 4.276 -0.41
O 2.527 -3.069 4.958 0.17
O 2.952 -6.467 2.164 0.21
C 2.977 -7.798 2.090 -0.38
O 3.557 -8.496 1.323 0.17
C 2.027 -8.342 3.183 -0.42
O 1.514 -7.280 3.802 0.23
O 1.862 -9.463 3.434 0.20
C -7.729 -3.870 1.248 -0.09
O -6.476 -3.317 1.587 -0.19
C -5.718 -4.056 2.503 -0.22
C -4.440 -3.308 2.818 -0.17
N -3.617 -3.011 1.621 0.00
C -2.945 -4.302 1.302 -0.17
C -2.057 -4.313 0.076 -0.26
O -0.999 -3.590 0.435 -0.23
C 0.181 -3.735 -0.343 -0.05
H -7.684 -4.942 1.008 0.10
H -8.063 -3.416 0.312 0.09
H -8.506 -3.675 1.997 0.09
H -5.451 -5.033 2.074 0.12
H -6.367 -4.217 3.371 0.14
H -3.869 -3.939 3.506 0.13
H -4.698 -2.396 3.340 0.10
H -4.266 -2.978 0.822 0.14
H -3.697 -5.064 1.052 0.13
H -2.413 -4.624 2.197 0.14
H -2.509 -3.945 -0.851 0.13
H -1.809 -5.370 -0.061 0.15
H 0.315 -2.936 -1.066 0.06
H 0.184 -4.726 -0.800 0.12
H 1.056 -3.723 0.309 0.09
C -4.841 4.333 -0.954 -0.10
O -4.108 3.212 -0.538 -0.24
C -2.859 3.053 -1.257 -0.14
C -2.281 1.741 -0.766 -0.19
N -2.051 1.696 0.689 0.02
C -0.857 2.553 1.012 -0.15
C -1.277 3.798 1.790 -0.16
O -2.031 3.408 2.936 -0.25
C -2.858 4.385 3.465 -0.10
H -5.312 4.185 -1.930 0.10
H -4.223 5.241 -0.900 0.08
H -5.657 4.543 -0.254 0.09
H -2.266 3.946 -1.022 0.11
H -3.092 2.942 -2.322 0.14
H -1.386 1.483 -1.329 0.12
H -3.038 1.002 -0.999 0.06
H -2.848 2.284 0.969 0.07
H -0.365 3.016 0.157 0.10
H -0.231 1.981 1.701 0.10
H -1.903 4.478 1.200 0.12
H -0.362 4.295 2.132 0.14
H -3.368 4.000 4.346 0.09
H -3.604 4.686 2.721 0.10
H -2.319 5.282 3.784 0.09
C 5.543 -2.008 -1.761 -0.09
O 5.523 -2.712 -0.548 -0.19
C 4.521 -2.321 0.371 -0.22
C 4.511 -3.302 1.529 -0.21
N 5.799 -3.277 2.188 -0.05
C 6.035 -4.424 3.052 -0.20
C 7.445 -4.311 3.626 -0.24
O 7.753 -5.435 4.408 -0.18
C 8.909 -5.262 5.186 -0.13
H 6.282 -1.194 -1.763 0.09
H 4.581 -1.575 -2.044 0.06
H 5.919 -2.734 -2.482 0.09
H 3.561 -2.422 -0.168 0.11
H 4.600 -1.278 0.710 0.13
H 4.116 -4.274 1.196 0.12
H 3.769 -2.934 2.258 0.11
H 6.531 -3.214 1.487 0.10
H 5.990 -5.376 2.488 0.13
H 5.283 -4.539 3.836 0.12
H 7.495 -3.405 4.243 0.12
H 8.120 -4.260 2.755 0.13
H 9.784 -5.091 4.549 0.09
H 9.028 -6.177 5.768 0.09
H 8.814 -4.468 5.943 0.09
C -4.845 0.260 0.166 -0.05
O -4.149 0.087 1.412 -0.26
C -4.656 0.979 2.390 -0.21
C -4.057 0.647 3.732 -0.19
N -2.624 0.804 3.530 -0.03
C -1.927 0.605 4.809 -0.18
C -0.464 0.688 4.584 -0.22
O -0.153 -0.250 3.601 -0.24
C 1.242 -0.390 3.393 -0.12
H -5.052 1.321 0.019 0.09
H -5.782 -0.286 0.240 0.10
H -4.228 -0.143 -0.630 0.07
H -5.752 0.895 2.411 0.14
H -4.390 1.995 2.064 0.12
H -4.251 -0.387 4.035 0.11
H -4.544 1.291 4.479 0.14
H -2.495 1.821 3.292 0.09
H -2.175 -0.428 5.079 0.13
H -2.246 1.274 5.615 0.14
H 0.015 0.454 5.545 0.15
H -0.133 1.707 4.343 0.14
H 1.612 0.507 2.875 0.10
H 1.463 -1.225 2.746 0.02
H 1.800 -0.494 4.326 0.11
C -1.006 8.000 2.053 -0.13
O -0.379 7.452 0.935 -0.19
C -1.128 7.550 -0.251 -0.25
C -0.316 7.153 -1.438 -0.19
N -0.107 5.691 -1.433 -0.05
C 0.771 5.214 -2.476 -0.20
C 0.904 3.712 -2.297 -0.21
O 1.377 3.468 -0.981 -0.20
C 1.619 2.098 -0.765 -0.13
H -0.224 8.118 2.802 0.09
H -1.869 7.420 2.415 0.08
H -1.399 9.021 1.899 0.09
H -1.544 8.569 -0.350 0.12
H -2.067 6.984 -0.114 0.12
H 0.696 7.596 -1.471 0.13
H -0.800 7.536 -2.343 0.12
H 0.277 5.488 -0.515 0.10
H 1.812 5.577 -2.401 0.13
H 0.387 5.394 -3.480 0.13
H 1.577 3.275 -3.048 0.12
H -0.078 3.230 -2.443 0.11
H 1.969 1.935 0.253 0.09
H 2.324 1.650 -1.476 0.10
H 0.667 1.554 -0.841 0.05
C 1.914 -0.897 -3.053 -0.13
O 2.682 -0.808 -4.203 -0.17
C 1.844 -0.774 -5.363 -0.21
C 2.579 -0.372 -6.612 -0.19
N 2.991 1.034 -6.631 -0.05
C 1.906 1.999 -6.387 -0.21
C 2.321 3.348 -6.891 -0.27
O 3.532 3.706 -6.332 -0.18
C 3.809 5.060 -6.524 -0.12
H 2.544 -0.913 -2.165 0.05
H 1.347 -1.841 -3.026 0.09
H 1.212 -0.058 -2.967 0.09
H 1.014 -0.078 -5.200 0.10
H 1.513 -1.824 -5.406 0.13
H 2.017 -0.640 -7.507 0.12
H 3.570 -0.837 -6.685 0.12
H 3.763 1.259 -6.021 0.11
H 1.673 2.082 -5.311 0.11
H 1.012 1.594 -6.864 0.12
H 1.507 4.064 -6.692 0.12
H 2.362 3.342 -7.991 0.13
H 3.168 5.701 -5.908 0.09
H 3.667 5.298 -7.584 0.09
H 4.844 5.239 -6.245 0.09
```

Its total charge is 0. Its spin multiplicity is 1. The value obtained for the energy above the lowest of the compared OMol25 structures with the same formula, charge and spin is 0.0 kcal/mol.

(2)
DFT (ωB97M-V/def2-TZVPD) results for 10 unconnected molecules or ions with the total composition C44H94F6N4O8 in a non-equilibrium geometry.

XYZ file:
```
156
Properties=species:S:1:pos:R:3:lowdin_charge:R:1
C 11.651 9.373 -2.385 -0.04
C 13.000 10.071 -2.420 -0.17
O 12.933 11.187 -3.328 0.02
C 12.537 12.354 -2.860 -0.40
O 12.250 12.601 -1.729 0.17
C 12.539 13.448 -3.944 -0.54
F 13.466 14.367 -3.670 0.17
F 12.788 12.956 -5.160 0.16
F 11.346 14.051 -3.959 0.17
H 11.448 8.894 -3.347 0.08
H 10.815 10.060 -2.240 0.09
H 11.612 8.611 -1.607 0.06
H 13.698 9.359 -2.861 0.10
H 13.369 10.348 -1.436 0.09
C 14.999 6.923 -9.489 -0.06
C 13.885 7.859 -9.909 -0.20
O 13.639 8.843 -8.908 0.04
C 12.862 8.474 -7.905 -0.40
O 12.273 7.441 -7.791 0.17
C 12.784 9.548 -6.796 -0.54
F 11.520 9.726 -6.427 0.18
F 13.465 9.105 -5.726 0.14
F 13.289 10.721 -7.167 0.18
H 15.972 7.416 -9.430 0.07
H 15.147 6.112 -10.201 0.09
H 14.774 6.542 -8.492 0.07
H 12.996 7.274 -10.144 0.13
H 14.138 8.377 -10.832 0.13
C 12.799 6.199 -0.468 -0.08
C 13.880 5.222 0.010 -0.23
N 13.409 3.951 0.564 -0.18
C 12.599 4.113 1.760 -0.27
C 13.344 4.728 2.925 -0.07
C 12.771 3.121 -0.440 -0.27
C 12.825 1.643 -0.098 -0.09
H 12.322 5.869 -1.398 0.05
H 13.302 7.133 -0.737 0.04
H 11.996 6.456 0.229 0.07
H 14.477 4.996 -0.874 0.10
H 14.472 5.735 0.767 0.08
H 11.601 4.535 1.569 0.09
H 12.352 3.083 2.054 0.11
H 12.776 4.612 3.844 0.07
H 14.319 4.240 2.999 0.08
H 13.595 5.780 2.757 0.05
H 13.291 3.275 -1.394 0.11
H 11.745 3.450 -0.681 0.10
H 12.684 1.009 -0.974 0.07
H 12.083 1.387 0.658 0.06
H 13.820 1.399 0.279 0.08
C 11.717 10.669 1.147 -0.06
C 13.158 11.143 1.319 -0.26
N 14.014 10.306 2.154 -0.19
C 14.292 9.022 1.515 -0.26
C 15.558 8.372 2.034 -0.08
C 13.516 10.152 3.524 -0.25
C 13.371 11.498 4.218 -0.08
H 11.684 9.585 0.998 0.07
H 11.242 11.137 0.287 0.06
H 11.119 10.873 2.038 0.07
H 13.648 11.216 0.345 0.07
H 13.183 12.157 1.726 0.11
H 13.449 8.332 1.694 0.11
H 14.404 9.177 0.442 0.09
H 15.735 7.415 1.535 0.06
H 16.440 9.001 1.897 0.07
H 15.517 8.140 3.100 0.07
H 14.255 9.533 4.030 0.10
H 12.555 9.613 3.513 0.12
H 13.274 11.390 5.299 0.07
H 12.471 12.006 3.873 0.07
H 14.255 12.105 4.022 0.08
C 16.885 8.314 -6.903 -0.07
C 17.188 8.435 -5.413 -0.26
N 17.493 9.776 -4.935 -0.18
C 16.325 10.648 -4.971 -0.24
C 16.407 11.837 -4.028 -0.07
C 18.648 10.418 -5.536 -0.26
C 19.891 9.556 -5.531 -0.09
H 16.776 7.257 -7.152 0.07
H 17.684 8.736 -7.514 0.08
H 15.954 8.818 -7.167 0.06
H 16.314 8.092 -4.848 0.10
H 17.983 7.746 -5.118 0.10
H 16.127 10.995 -5.999 0.12
H 15.455 10.053 -4.691 0.09
H 16.723 12.777 -4.484 0.08
H 15.411 11.993 -3.611 0.05
H 17.083 11.689 -3.184 0.06
H 18.863 11.321 -4.958 0.11
H 18.448 10.763 -6.568 0.12
H 19.844 8.664 -6.159 0.07
H 20.261 9.310 -4.535 0.07
H 20.723 10.112 -5.988 0.08
C 13.403 17.114 -1.827 -0.09
C 13.269 18.335 -0.916 -0.27
N 14.544 18.771 -0.378 -0.20
C 14.420 20.122 0.158 -0.27
C 14.351 21.188 -0.936 -0.09
C 15.052 17.821 0.621 -0.25
C 16.453 18.154 1.079 -0.10
H 13.587 16.179 -1.300 0.04
H 14.241 17.268 -2.512 0.08
H 12.495 16.981 -2.418 0.07
H 12.891 19.142 -1.544 0.10
H 12.526 18.124 -0.128 0.12
H 15.284 20.357 0.778 0.10
H 13.557 20.204 0.843 0.12
H 13.358 21.286 -1.380 0.06
H 15.068 20.980 -1.726 0.08
H 14.562 22.168 -0.499 0.07
H 14.375 17.751 1.490 0.12
H 15.093 16.855 0.118 0.09
H 16.942 17.314 1.571 0.06
H 17.076 18.455 0.233 0.08
H 16.490 18.988 1.786 0.06
C 12.969 4.253 -5.775 -0.01
C 12.838 5.178 -4.588 -0.49
C 13.988 6.120 -4.310 -0.01
O 11.834 5.221 -3.923 0.06
H 13.143 4.838 -6.676 0.07
H 12.078 3.630 -5.807 0.08
H 13.817 3.582 -5.606 0.09
H 14.694 5.740 -3.566 0.08
H 13.597 7.058 -3.920 0.07
H 14.560 6.303 -5.224 0.07
C 15.538 13.635 -0.703 0.01
C 16.550 13.664 0.415 -0.47
C 16.989 12.323 0.984 -0.01
O 16.973 14.697 0.876 0.07
H 14.716 12.952 -0.502 0.06
H 16.091 13.306 -1.589 0.08
H 15.152 14.635 -0.883 0.06
H 17.714 11.842 0.330 0.07
H 16.124 11.672 1.132 0.06
H 17.453 12.540 1.944 0.09
C 17.119 9.570 -1.104 -0.02
C 16.737 8.179 -1.550 -0.48
C 17.824 7.338 -2.175 -0.01
O 15.616 7.772 -1.366 0.05
H 17.652 9.455 -0.158 0.09
H 16.239 10.192 -0.946 0.07
H 17.727 10.081 -1.853 0.07
H 18.450 6.893 -1.401 0.09
H 18.394 8.023 -2.803 0.06
H 17.381 6.543 -2.771 0.08
C 9.085 4.985 0.404 -0.03
C 8.922 6.270 -0.362 -0.50
C 9.221 6.226 -1.838 -0.02
O 8.550 7.287 0.168 0.07
H 9.198 5.206 1.470 0.08
H 9.997 4.437 0.177 0.04
H 8.198 4.363 0.288 0.09
H 8.332 6.037 -2.440 0.09
H 9.929 5.430 -2.081 0.06
H 9.696 7.163 -2.126 0.07
```

Its total charge is 0. Its spin multiplicity is 1. As for the structure (SMILES): CCOC(=O)C(F)(F)F.CCOC(=O)C(F)(F)F.CCN(CC)CC.CCN(CC)CC.CCN(CC)CC.CCN(CC)CC.CC(C)=O.CC(C)=O.CC(C)=O.CC(C)=O. The value obtained for the energy above the lowest of the compared OMol25 structures with the same formula, charge and spin is 0.0 kcal/mol.

| no. | HOMO-LUMO gap (eV) |
| --- | --- |
| 1 | 3.182 |
| 2 | 8.514 |